*w*
A 6-piece molecular cluster, C2H17NO5 overall, computed with ωB97M-V/def2-TZVPD.

Results
Frontier orbital gap in eV: 9.68
M in g mol⁻¹: 135.16

```
! wB97M-V def2-TZVPD RIJCOSX def2/J DEFGRID3
* xyz 0 1
C 2.38 1.03 -0.40
C 1.14 1.42 -1.22
N -0.07 0.65 -1.07
H 2.64 0.00 -0.66
H 3.18 1.72 -0.66
H 2.28 1.14 0.68
H 0.88 2.48 -1.11
H 1.50 1.38 -2.26
H -0.64 1.02 -0.32
H 0.07 -0.32 -0.81
O -2.62 0.86 1.30
H -3.05 1.18 2.10
H -2.75 -0.10 1.29
O 0.00 1.45 2.18
H -0.87 1.13 1.84
H 0.26 2.13 1.55
O 1.14 -1.79 0.82
H 1.53 -1.24 1.51
H 1.79 -1.80 0.10
O -1.94 -1.90 0.90
H -1.02 -2.11 1.14
H -2.02 -2.08 -0.04
O -1.20 -2.42 -2.05
H -2.04 -2.01 -2.27
H -0.59 -1.84 -2.53
*
```

Results of the Löwdin charge analysis, in e, for atoms 1 through 5: atom 1 (C): -0.108, atom 2 (C): -0.346, atom 3 (N): 0.008, atom 4 (H): 0.054, atom 5 (H): 0.069

*x*
A 6-piece molecular cluster, C2H17NO5 overall, computed with ωB97M-V/def2-TZVPD.

Results
Frontier orbital gap in eV: 9.87
M in g mol⁻¹: 135.16

```
! wB97M-V def2-TZVPD RIJCOSX def2/J DEFGRID3
* xyz 0 1
C -2.09 -0.63 2.23
N -0.86 -0.16 1.62
C -1.12 0.67 0.41
H -2.65 0.23 2.59
H -2.77 -1.10 1.49
H -1.91 -1.24 3.12
H -0.22 -0.89 1.36
H -1.91 0.32 -0.24
H -0.17 0.68 -0.14
H -1.30 1.66 0.80
O 2.44 0.12 -0.24
H 2.19 0.74 0.44
H 1.86 -0.64 -0.03
O 0.46 -1.74 -0.47
H -0.47 -1.82 -0.63
H 0.77 -1.57 -1.37
O -0.88 -0.33 -3.33
H -0.74 -0.77 -4.18
H -0.13 0.29 -3.21
O 1.54 1.16 2.41
H 1.47 2.12 2.55
H 0.64 0.88 2.60
O 1.59 0.52 -2.79
H 2.29 1.10 -3.13
H 1.96 0.40 -1.85
*
```

Results of the Löwdin charge analysis, in e, for atoms 1 through 5: atom 1 (C): -0.141, atom 2 (N): -0.206, atom 3 (C): -0.115, atom 4 (H): 0.074, atom 5 (H): 0.081

Which one sits at the bottom of the stability order? *x* does.

*w*
C3H7N3OS as an isolated structure, computed with ωB97M-V/def2-TZVPD.

Results
Frontier orbital gap in eV: 9.34
M in g mol⁻¹: 133.18

```
! wB97M-V def2-TZVPD RIJCOSX def2/J DEFGRID3
* xyz 0 1
C 2.93 -0.06 0.13
C -0.77 -1.30 0.26
C -1.80 -0.20 -0.11
H 3.06 -1.01 -0.33
H 2.72 0.07 1.23
H 3.72 0.54 -0.29
H -1.39 -1.99 0.86
H -3.57 0.21 -0.50
H -2.10 1.87 -0.48
H 0.36 1.35 0.16
N 0.49 -1.33 0.11
N -2.95 -0.76 -0.46
N -1.39 1.09 -0.49
O -0.58 1.44 0.69
S 1.26 0.09 -0.77
*
```

Results of the Löwdin charge analysis, in e, for atoms 1 through 5: atom 1 (C): -0.296, atom 2 (C): -0.203, atom 3 (C): -0.444, atom 4 (H): -0.018, atom 5 (H): 0.064

*x*
An isolated molecule of C3H7N3OS, computed with ωB97M-V/def2-TZVPD.

Results
Frontier orbital gap in eV: 9.01
M in g mol⁻¹: 133.18

```
! wB97M-V def2-TZVPD RIJCOSX def2/J DEFGRID3
* xyz 0 1
C 2.10 -0.56 0.75
N 1.73 -1.45 -0.12
N 0.49 -1.47 -0.73
C -0.66 -0.82 -0.25
S -2.12 -1.64 0.09
N -0.57 0.49 -0.17
C -1.60 1.44 0.20
O 0.58 1.14 -0.63
H 3.12 -0.62 1.12
H 1.48 0.28 1.14
H 0.28 -2.46 -0.84
H -2.41 1.52 -0.50
H -1.12 2.40 0.38
H -2.08 1.05 1.09
H 0.79 0.70 -1.52
*
```

Results of the Löwdin charge analysis, in e, for atoms 1 through 5: atom 1 (C): -0.028, atom 2 (N): -0.034, atom 3 (N): -0.053, atom 4 (C): -0.830, atom 5 (S): 0.579

Which one sits at the bottom of the stability order? *w* does.

*w*
A 15-piece molecular cluster, C5H40NO15 overall, computed with ωB97M-V/def2-TZVPD.

Results
Frontier orbital gap in eV: 8.68
M in g mol⁻¹: 354.37

```
! wB97M-V def2-TZVPD RIJCOSX def2/J DEFGRID3
* xyz -1 1
C -3.21 -0.95 -1.42
C -1.95 -1.23 -2.28
C -2.42 -1.57 -3.64
C -1.00 -2.41 -1.75
N -2.83 0.00 -0.31
C -3.85 0.43 0.70
O -3.71 0.07 2.01
H -3.89 -0.28 -2.04
H -3.75 -1.94 -1.18
H -1.19 -0.46 -2.31
H -1.63 -1.18 -4.31
H -3.47 -1.48 -3.83
H -2.19 -2.51 -3.97
H -0.04 -2.28 -2.19
H -0.90 -2.27 -0.80
H -1.53 -3.32 -1.69
H -1.87 -0.22 -0.03
H -3.90 1.55 0.52
H -4.78 -0.06 0.36
H 3.27 -0.65 1.44
H 1.80 -0.70 0.06
O 2.65 -0.40 0.16
H 2.72 1.72 2.15
H 3.21 1.15 0.82
O 3.52 1.59 1.59
H 2.06 -3.95 -0.88
H 1.21 -4.78 0.13
O 1.47 -4.70 -0.82
H -2.40 2.89 -3.49
H -3.10 2.11 -2.49
O -3.27 2.49 -3.38
H -2.75 4.29 0.63
H -2.70 2.77 0.69
O -3.39 3.51 0.63
H 1.37 -2.16 1.67
H 2.24 -3.10 2.57
O 1.36 -2.93 2.33
H 0.56 3.48 1.76
H 0.84 2.87 3.16
O 0.68 3.70 2.67
H -0.41 -0.52 2.28
H 0.77 0.11 1.73
O -0.17 -0.12 1.31
H 3.00 0.82 -0.52
H 3.42 2.44 -0.74
O 2.77 1.76 -1.00
H 3.94 -2.90 0.54
H 3.15 -1.69 -0.10
O 3.28 -2.72 -0.07
H 2.20 -0.04 4.76
H -2.77 0.33 2.38
O 1.71 0.11 4.07
H 2.39 -0.47 3.45
H 4.25 -0.60 2.65
O 3.47 -1.02 2.46
H 0.25 2.09 0.44
H 1.50 2.53 -0.33
O 0.65 2.85 0.08
H 0.69 2.97 -1.67
H 1.65 2.17 -2.35
O 0.98 2.81 -2.60
*
```

Results of the Löwdin charge analysis, in e, for atoms 1 through 5: atom 1 (C): -0.191, atom 2 (C): -0.392, atom 3 (C): -0.107, atom 4 (C): -0.035, atom 5 (N): -0.051

*x*
A 15-piece molecular cluster, C5H40NO15 overall, computed with ωB97M-V/def2-TZVPD.

Results
Frontier orbital gap in eV: 9.14
M in g mol⁻¹: 354.37

```
! wB97M-V def2-TZVPD RIJCOSX def2/J DEFGRID3
* xyz -1 1
C -0.30 0.40 2.24
C -1.50 1.34 2.28
C 0.60 0.53 1.01
N 0.05 -0.23 -0.11
C 0.98 -0.23 -1.29
C 1.22 1.11 -1.93
O 2.17 1.89 -1.16
H -0.66 -0.65 2.27
H 0.40 0.52 3.09
H -1.22 2.40 2.40
H -2.15 1.07 3.13
H -1.82 1.43 1.23
H 0.69 1.59 0.71
H 1.60 0.26 1.38
H -0.79 0.25 -0.43
H 1.85 -0.85 -0.99
H 0.71 -0.97 -2.07
H 0.24 1.62 -2.10
H 1.67 0.97 -2.92
H 1.95 -3.31 0.74
H 2.85 -3.88 1.87
O 2.86 -3.35 1.07
H 3.84 -0.41 -0.09
H 3.63 -1.78 0.52
O 4.08 -0.92 0.69
H 4.41 2.27 0.91
H 2.99 2.17 0.36
O 3.52 2.64 1.04
H -2.69 -0.59 -1.68
H -1.26 -0.98 -2.00
O -2.16 -1.14 -2.30
H -2.42 1.57 -1.22
H -3.12 0.88 0.37
O -3.11 0.63 -0.56
H -2.42 3.10 -1.86
H -0.07 3.52 -1.54
O -1.80 2.41 -1.62
H -2.84 -3.22 1.83
H -3.06 -2.22 0.77
O -2.28 -2.65 1.29
H 2.45 3.28 2.59
H 1.47 3.91 1.71
O 1.62 3.79 2.65
H 0.53 -3.12 -1.45
H -0.61 -3.16 -2.48
O 0.35 -3.16 -2.41
H -0.86 -3.18 0.68
H 0.20 -2.09 0.48
O 0.10 -3.07 0.41
H -3.72 -2.04 -1.03
H -3.72 -0.57 -0.36
O -4.07 -1.62 -0.23
H 0.07 4.86 -0.86
H 1.76 2.77 -1.10
O 0.60 4.20 -1.36
H -0.15 -4.23 2.33
H 0.46 -3.29 3.28
O 0.52 -4.22 3.02
H -1.56 1.87 -3.31
H -1.11 0.48 -3.92
O -1.00 1.43 -3.99
*
```

Results of the Löwdin charge analysis, in e, for atoms 1 through 5: atom 1 (C): -0.236, atom 2 (C): -0.092, atom 3 (C): -0.232, atom 4 (N): -0.040, atom 5 (C): -0.190

Which one sits at the bottom of the stability order? *w* does.

*w*
An isolated molecule of C5H7NO3, computed with ωB97M-V/def2-TZVPD.

Results
Frontier orbital gap in eV: 10.35
M in g mol⁻¹: 129.12

```
! wB97M-V def2-TZVPD RIJCOSX def2/J DEFGRID3
* xyz 0 1
O 2.76 0.14 0.63
C 2.07 1.12 0.62
N 0.76 1.28 0.09
C -0.15 0.14 -0.19
C 0.00 -0.37 -1.57
O -0.69 -1.35 -1.97
C -0.22 -1.11 0.57
C -1.33 -0.17 0.53
O -2.54 -0.29 -0.11
H 2.41 2.17 1.18
H 0.26 2.12 0.07
H 0.83 0.00 -2.19
H -0.41 -2.05 -0.04
H 0.10 -0.93 1.61
H -1.48 0.44 1.50
H -2.36 -1.14 -0.73
*
```

Results of the Löwdin charge analysis, in e, for atoms 1 through 5: atom 1 (O): 0.047, atom 2 (C): -0.346, atom 3 (N): 0.105, atom 4 (C): -0.387, atom 5 (C): -0.105

*x*
C5H7NO3 as an isolated structure, computed with ωB97M-V/def2-TZVPD.

Results
Frontier orbital gap in eV: 8.91
M in g mol⁻¹: 129.12

```
! wB97M-V def2-TZVPD RIJCOSX def2/J DEFGRID3
* xyz 0 1
C -0.20 1.55 0.24
C 1.67 -0.41 -0.14
C -1.00 1.11 -0.96
C 0.19 -0.42 0.28
C -0.32 -1.03 1.52
N -0.75 -0.34 -0.85
O 1.95 -0.51 -1.46
O 0.08 2.56 0.80
O 2.58 -0.42 0.64
H -2.01 1.58 -1.08
H -0.63 1.29 -2.06
H -1.33 -1.06 1.60
H 0.16 -0.61 2.43
H 0.09 -2.05 1.65
H -1.54 -0.83 -0.65
H 1.06 -0.41 -1.95
*
```

Results of the Löwdin charge analysis, in e, for atoms 1 through 5: atom 1 (C): -0.173, atom 2 (C): -0.495, atom 3 (C): -0.125, atom 4 (C): -0.240, atom 5 (C): -0.030

*y*
An isolated molecule of C5H7NO3, computed with ωB97M-V/def2-TZVPD.

Results
Frontier orbital gap in eV: 9.64
M in g mol⁻¹: 129.12

```
! wB97M-V def2-TZVPD RIJCOSX def2/J DEFGRID3
* xyz 0 1
C 1.36 1.14 1.24
C 0.25 0.30 0.75
C -0.05 -0.84 0.06
O 0.66 -2.04 -0.22
N 1.10 -2.88 0.86
O 0.72 -3.97 0.71
O 1.95 -2.50 1.59
C -1.54 -0.36 -0.18
C -1.14 0.86 0.82
H 2.22 0.47 1.29
H 1.01 1.71 2.10
H 1.47 1.79 0.42
H -1.72 -0.01 -1.22
H -2.45 -0.93 0.01
H -1.19 1.86 0.45
H -1.55 0.68 1.87
*
```

Results of the Löwdin charge analysis, in e, for atoms 1 through 5: atom 1 (C): -0.022, atom 2 (C): -0.278, atom 3 (C): -0.144, atom 4 (O): 0.051, atom 5 (N): -0.430

Which one sits at the bottom of the stability order? *y* does.

*w*
A 2-piece molecular cluster, C5H7NO3 overall, computed with ωB97M-V/def2-TZVPD.

Results
Frontier orbital gap (spin up / spin down) in eV: 8.96 / 5.98
M in g mol⁻¹: 129.12

```
! wB97M-V def2-TZVPD RIJCOSX def2/J DEFGRID3
* xyz 0 1
C 0.15 1.86 1.18
C 0.36 1.38 -0.07
C -0.16 -2.26 -0.78
C -1.36 -1.60 -0.72
C -0.70 1.28 -0.95
N -0.64 0.92 -2.30
O -1.67 0.94 -2.98
O 0.47 0.46 -2.64
O -0.79 -1.93 0.50
H 0.98 1.79 1.86
H -0.69 2.61 1.39
H 1.28 0.93 -0.26
H -0.06 -3.43 -0.96
H 0.76 -1.71 -0.93
H -2.17 -1.25 -1.25
H -1.66 1.79 -0.65
*
```

Results of the Löwdin charge analysis, in e, for atoms 1 through 5: atom 1 (C): 0.055, atom 2 (C): -0.167, atom 3 (C): -0.149, atom 4 (C): -0.082, atom 5 (C): -0.054

*x*
An isolated molecule of C5H7NO3, computed with ωB97M-V/def2-TZVPD.

Results
Frontier orbital gap in eV: 10.15
M in g mol⁻¹: 129.12

```
! wB97M-V def2-TZVPD RIJCOSX def2/J DEFGRID3
* xyz 0 1
H -2.83 -0.76 -1.34
N -1.81 -0.62 -1.36
C -1.41 0.07 -0.35
C -2.28 0.50 0.79
C 0.16 0.57 -0.30
O 0.41 1.74 -0.21
C 0.94 -0.65 -0.15
C 2.52 -0.33 -0.31
O 3.23 -0.64 -1.25
O 3.04 0.29 0.78
H -2.06 1.53 1.08
H -3.34 0.44 0.51
H -2.10 -0.15 1.65
H 0.83 -1.08 0.85
H 0.72 -1.38 -0.93
H 3.98 0.44 0.56
*
```

Results of the Löwdin charge analysis, in e, for atoms 1 through 5: atom 1 (H): 0.058, atom 2 (N): 0.134, atom 3 (C): -0.329, atom 4 (C): -0.042, atom 5 (C): -0.336

Which one sits at the bottom of the stability order? *w* does.

*w*
An isolated molecule of C3H3O2P, computed with ωB97M-V/def2-TZVPD.

Results
Frontier orbital gap in eV: 9.29
M in g mol⁻¹: 102.03

```
! wB97M-V def2-TZVPD RIJCOSX def2/J DEFGRID3
* xyz 0 1
C 1.52 -0.55 0.87
C 2.12 -1.12 1.84
C -1.41 -0.05 -0.13
O 2.14 1.07 -1.37
O -0.33 0.75 -0.74
P 1.25 0.36 -0.50
H -2.23 0.73 -0.03
H -1.20 -0.48 0.92
H -1.86 -0.70 -0.86
*
```

Results of the Löwdin charge analysis, in e, for atoms 1 through 5: atom 1 (C): -0.406, atom 2 (C): -0.005, atom 3 (C): -0.096, atom 4 (O): -0.232, atom 5 (O): -0.290

*x*
A 2-piece molecular cluster, C3H3O2P overall, computed with ωB97M-V/def2-TZVPD.

Results
Frontier orbital gap (spin up / spin down) in eV: 6.52 / 7.55
M in g mol⁻¹: 102.03

```
! wB97M-V def2-TZVPD RIJCOSX def2/J DEFGRID3
* xyz 0 1
C 1.99 0.95 -2.41
C 2.54 -0.10 -2.62
C -0.24 0.16 0.27
O -0.20 2.33 -3.04
O -0.05 1.48 0.30
P 0.90 2.36 -2.10
H -0.69 -0.19 1.21
H 0.71 -0.39 0.12
H -0.91 -0.15 -0.56
*
```

Results of the Löwdin charge analysis, in e, for atoms 1 through 5: atom 1 (C): -0.433, atom 2 (C): 0.123, atom 3 (C): -0.234, atom 4 (O): -0.453, atom 5 (O): -0.093

Which one sits at the bottom of the stability order? *x* does.

*w*
A 2-piece molecular cluster, C6H15NO overall, computed with ωB97M-V/def2-TZVPD.

Results
Frontier orbital gap (spin up / spin down) in eV: 10.35 / 7.88
M in g mol⁻¹: 117.19

```
! wB97M-V def2-TZVPD RIJCOSX def2/J DEFGRID3
* xyz 1 2
C 0.30 -3.02 0.08
C -0.22 -1.70 0.62
C -1.19 -1.04 -0.39
C -0.56 -0.38 -1.65
N 0.50 2.81 -0.03
C -0.18 1.87 -0.64
C 0.27 0.82 -1.43
H 0.88 -2.92 -0.84
H -0.57 -3.65 -0.15
H 0.82 -3.60 0.84
H 0.53 -1.01 0.96
H -0.91 -1.87 1.45
H -1.85 -1.82 -0.78
H -1.87 -0.32 0.06
H -1.48 -0.17 -2.22
H 0.04 -1.05 -2.27
H 1.51 2.86 -0.10
H 0.05 3.49 0.56
H -1.19 1.74 -0.25
H 1.19 0.88 -1.99
H 1.72 0.85 2.75
H 0.64 0.68 1.72
O 0.76 0.84 2.63
*
```

Results of the Löwdin charge analysis, in e, for atoms 1 through 5: atom 1 (C): -0.089, atom 2 (C): -0.244, atom 3 (C): -0.187, atom 4 (C): -0.165, atom 5 (N): 0.226

*x*
An isolated ion of composition C6H15NO and charge +1, computed with ωB97M-V/def2-TZVPD.

Results
Frontier orbital gap (spin up / spin down) in eV: 12.23 / 7.23
M in g mol⁻¹: 117.19

```
! wB97M-V def2-TZVPD RIJCOSX def2/J DEFGRID3
* xyz 1 2
C 0.04 1.32 0.22
N -1.04 0.85 -0.62
C -1.18 1.18 -2.02
O -2.11 0.34 -2.61
C 0.27 0.32 1.36
C 0.97 -0.96 0.91
C 2.50 -0.77 0.91
C 0.51 -2.13 1.77
H 0.93 1.40 -0.40
H -0.25 2.28 0.66
H -1.33 -0.12 -0.43
H -0.25 0.98 -2.53
H -1.40 2.25 -2.13
H -3.01 0.55 -2.32
H 0.81 0.84 2.16
H -0.70 0.05 1.78
H 0.74 -1.14 -0.15
H 2.95 -0.38 0.00
H 2.82 -0.08 1.70
H 3.03 -1.69 1.14
H 0.46 -1.88 2.83
H -0.48 -2.43 1.45
H 1.10 -3.02 1.60
*
```

Results of the Löwdin charge analysis, in e, for atoms 1 through 5: atom 1 (C): -0.120, atom 2 (N): 0.195, atom 3 (C): -0.206, atom 4 (O): 0.026, atom 5 (C): -0.165

*y*
A 2-piece molecular cluster, C6H15NO overall, computed with ωB97M-V/def2-TZVPD.

Results
Frontier orbital gap (spin up / spin down) in eV: 11.04 / 7.97
M in g mol⁻¹: 117.19

```
! wB97M-V def2-TZVPD RIJCOSX def2/J DEFGRID3
* xyz 1 2
C 1.80 1.19 1.66
C 0.85 2.22 1.07
C -0.49 1.61 0.67
C -0.40 0.68 -0.47
C -1.19 -0.45 -0.58
N -1.21 -1.28 -1.61
C -0.26 -1.21 -2.72
H 1.38 0.76 2.57
H 2.02 0.39 0.94
H 2.75 1.64 1.96
H 1.31 2.69 0.19
H 0.67 3.00 1.81
H -1.19 2.41 0.39
H -0.97 1.10 1.51
H 0.30 0.95 -1.26
H -1.89 -0.71 0.21
H -1.51 -2.23 -1.36
H 0.75 -1.43 -2.38
H -0.29 -0.22 -3.17
H -0.56 -1.93 -3.49
H 0.28 -1.47 1.06
H 0.66 -1.95 2.46
O 0.39 -2.27 1.59
*
```

Results of the Löwdin charge analysis, in e, for atoms 1 through 5: atom 1 (C): -0.096, atom 2 (C): -0.238, atom 3 (C): -0.186, atom 4 (C): 0.020, atom 5 (C): -0.078

*z*
A 2-piece molecular cluster, C6H15NO overall, computed with ωB97M-V/def2-TZVPD.

Results
Frontier orbital gap (spin up / spin down) in eV: 6.75 / 5.25
M in g mol⁻¹: 117.19

```
! wB97M-V def2-TZVPD RIJCOSX def2/J DEFGRID3
* xyz 1 2
C -1.34 -1.47 -0.34
C -0.67 -0.15 -0.75
C -0.16 0.56 0.62
C 1.37 -0.06 1.28
C 2.24 -0.51 0.10
C 3.18 0.65 -0.24
N -1.71 0.54 -1.52
H -0.57 -2.18 0.07
H -2.08 -1.31 0.45
H -1.87 -1.90 -1.30
H 0.23 -0.28 -1.43
H -1.08 0.62 1.35
H 0.02 1.64 0.48
H 0.78 -0.88 1.94
H 1.45 0.73 2.03
H 3.93 0.94 0.52
H 3.62 0.67 -1.28
H 2.58 1.54 -0.10
H -2.63 0.49 -1.06
H -1.51 1.51 -1.68
H -4.63 0.36 0.29
H 2.59 -1.51 0.40
O -3.73 -0.02 0.18
*
```

Results of the Löwdin charge analysis, in e, for atoms 1 through 5: atom 1 (C): -0.093, atom 2 (C): -0.451, atom 3 (C): -0.066, atom 4 (C): -0.101, atom 5 (C): 0.079

Which one sits at the bottom of the stability order? *z* does.